# 1
Computed, not measured: C31H35ClN2Si2W as an isolated structure in a non-equilibrium geometry, with the ωB97M-V functional and the def2-TZVPD basis.

Positions of all 72 atoms, in Å:
C -1.50696 -2.64013 4.39741
C -2.56307 -2.20581 3.54280
C -2.35520 -2.77663 2.25438
H -3.42573 -1.60227 3.82690
C -1.14542 -3.56022 2.30675
C -0.62985 -3.47055 3.63718
H 0.20643 -4.05260 4.02323
H -1.43575 -2.45914 5.46925
H -3.03313 -2.69014 1.40988
H -0.74936 -4.19380 1.51761
W -0.56504 -1.39194 2.32681
Si 2.12798 2.39287 0.47651
C 1.27178 3.58004 -0.69610
C 1.87872 3.86077 -1.92806
H 2.81806 3.36531 -2.18985
C 1.28581 4.75911 -2.82001
H 1.76111 4.96336 -3.78107
C 0.07127 5.37407 -2.49575
H -0.40364 6.05796 -3.20186
C -0.54195 5.08984 -1.27416
H -1.49554 5.55347 -1.01281
C 0.05533 4.19808 -0.37417
H -0.43427 4.00170 0.58319
C 1.03755 0.78940 0.45599
C -0.42398 0.90085 0.85604
H -0.88846 1.82340 0.46390
C -1.30992 -0.30085 0.49678
H -2.37370 -0.10410 0.40945
C -0.80695 -1.69793 0.30258
H -1.38014 -2.53651 -0.07154
C 0.67963 -1.72562 0.62232
H 1.17092 -2.69434 0.53248
C 1.42975 -0.54514 0.14894
H 2.41988 -0.72783 -0.28190
H -0.47152 1.07204 1.95477
Si -0.11252 -0.64162 -0.88646
C 0.21091 -2.02704 -2.22609
C -0.86138 -2.39038 -3.03739
H -1.81891 -1.86793 -2.95821
C -0.70802 -3.41181 -3.98306
H -1.54496 -3.68650 -4.62486
C 0.52054 -4.07820 -4.09598
H 0.64341 -4.87672 -4.82974
C 1.58566 -3.72109 -3.26286
H 2.54319 -4.23957 -3.33747
C 1.42985 -2.69782 -2.31570
H 2.27577 -2.43754 -1.67410
C -0.61063 0.67238 -2.21707
C -1.76936 1.44318 -2.10705
H -2.45722 1.32446 -1.26678
C -2.07788 2.38546 -3.09577
H -2.98196 2.98913 -3.00123
C -1.22296 2.57254 -4.18450
H -1.46114 3.31600 -4.94814
C -0.03856 1.83269 -4.26903
H 0.65698 2.00444 -5.09192
C 0.26452 0.88997 -3.28329
H 1.19608 0.32110 -3.36212
H 3.50516 2.56505 0.39168
Cl 1.74493 3.12182 2.40969
N -0.54219 0.11629 3.95776
C 0.81919 0.28502 4.55358
C 1.54556 -1.03856 4.47808
N 1.44131 -1.51867 3.06295
H -0.91786 1.03005 3.69247
H -1.19950 -0.17882 4.68902
H 1.34221 1.06508 3.98295
H 0.72206 0.62423 5.59217
H 2.60297 -0.91946 4.74917
H 1.10480 -1.79291 5.14237
H 1.80557 -2.47323 2.97542
H 2.08976 -0.96770 2.49365

Forces on the atoms, in the same order (eV/Å):
C 0.3 -0.3 -0.6
C 0.0 -0.2 -0.5
C -0.2 -0.5 0.5
H 0.3 -0.1 -0.1
C -0.1 -0.5 0.5
C -1.0 -0.1 -0.1
H -0.1 0.4 -0.1
H 0.1 0.1 -0.3
H 0.2 -0.1 0.2
H -0.1 0.1 0.2
W -0.8 -2.2 1.0
Si -3.7 0.6 -0.1
C 0.2 -0.1 0.2
C -0.2 0.2 -0.1
H -0.2 0.3 0.0
C -0.1 -0.1 0.0
H -0.1 0.0 0.3
C 0.2 -0.2 0.1
H 0.2 -0.2 0.2
C 0.0 -0.2 0.2
H 0.3 -0.1 -0.1
C -0.1 0.3 -0.4
H 0.2 0.2 -0.2
C 0.9 1.6 1.1
C 0.6 2.0 1.2
H 0.2 -0.4 -0.3
C -2.0 0.6 2.9
H 0.2 -0.1 -0.4
C -0.6 -3.0 3.1
H -0.1 0.3 -0.2
C -0.8 -1.3 1.5
H -0.3 0.2 -0.5
C 1.6 -0.4 -0.8
H -0.4 0.0 0.2
H 0.1 0.3 -0.8
Si 2.6 2.1 -11.5
C -0.1 0.5 1.3
C 0.1 -0.4 -0.5
H 0.2 -0.1 -0.1
C 0.2 0.0 0.2
H 0.2 0.0 0.1
C -0.1 0.2 0.2
H 0.0 0.3 0.2
C 0.0 0.1 0.1
H -0.3 0.1 -0.1
C -0.1 -0.5 -0.6
H -0.2 -0.1 -0.2
C 0.0 0.0 1.6
C 0.0 0.4 -0.6
H 0.1 0.0 -0.2
C 0.0 -0.1 0.0
H 0.2 -0.2 -0.1
C 0.1 -0.1 0.3
H 0.1 -0.3 0.2
C -0.1 -0.1 0.2
H -0.2 -0.1 0.2
C 0.1 0.1 -0.4
H -0.3 0.1 0.0
H 1.8 -0.8 -0.4
Cl -0.1 -0.2 0.1
N -0.7 0.9 0.7
C 0.0 0.3 0.3
C 0.6 -0.1 0.1
N 1.0 0.1 1.0
H 0.3 0.1 0.1
H 0.4 0.0 -0.3
H -0.1 -0.3 0.1
H 0.2 0.0 -0.2
H -0.3 0.0 0.1
H 0.1 0.2 -0.2
H -0.2 0.3 0.2
H -0.2 0.1 0.0

Its net charge is +2. The frontier orbital gap (spin up / spin down) comes out at 6.259 / 6.340 eV. As for the strongest force on any atom: 11.950 eV/A. Its multiplicity is 3. Its HOMO energy (spin up / spin down) is -12.4 / -13.3 eV. The electronic energy is -65779.5971 eV. The expectation value of S² is 2.02. The value obtained for the energy above the lowest of the compared OMol25 structures with the same formula, charge and spin is 6.26 kcal per mole.

---

# 2
Computed, not measured: one molecule with the formula C4H8O2 in a non-equilibrium geometry, with the ωB97M-V functional and the def2-TZVPD basis.

Positions of all 14 atoms, in Å:
C 0.01040 -1.09997 -1.47127
C 0.43100 -0.11247 -0.40838
O 1.65910 -0.41225 0.18541
C -0.48400 0.57463 0.37169
C -0.34832 0.88943 1.82341
O -1.31470 1.35238 -0.33889
H -0.97416 -0.87188 -1.88325
H 0.72773 -1.08946 -2.29602
H -0.01637 -2.11829 -1.06038
H 2.03818 -1.20404 -0.22655
H 0.10159 0.05486 2.36630
H 0.28761 1.76767 1.96827
H -1.33318 1.13097 2.23404
H -0.78487 1.13841 -1.26439

Forces on the atoms, in the same order (eV/Å):
C 0.3 0.7 -0.6
C -0.5 -1.2 2.0
O -0.1 -0.4 -0.1
C 2.9 -0.3 -0.3
C 0.0 0.0 -0.1
O 0.4 -0.6 -3.7
H 0.0 -0.1 0.1
H -0.1 -0.1 -0.1
H 0.0 0.2 0.1
H -0.2 0.2 0.2
H -0.1 0.1 -0.1
H -0.1 0.0 0.0
H 0.1 -0.1 -0.1
H -2.7 1.5 2.6

The SMILES is C/C(O)=C(/C)O. The frontier orbital gap comes out at 8.095 eV. As for the strongest force on any atom: 4.018 eV/A. Its multiplicity is 1. Its HOMO energy is -7.5 eV. The electronic energy is -8370.5944 eV. The value obtained for the energy above the lowest of the compared OMol25 structures with the same formula, charge and spin is 61.97 kcal per mole.

---

# 3
Computed, not measured: C4H6O4S as an isolated structure in a non-equilibrium geometry, with the ωB97M-V functional and the def2-TZVPD basis.

Positions of all 15 atoms, in Å:
C -0.13837 0.85187 0.23728
C 0.71931 1.85154 0.15620
C 0.11712 -0.56944 -0.32406
C 1.41773 -1.22399 0.13539
O -3.37939 -0.47330 0.44654
O -1.26986 0.83020 1.09388
O -1.97438 0.69407 -1.19734
O -1.06366 -1.28984 -0.10560
S -2.12331 -0.07192 -0.00379
H 0.57667 2.90985 0.42039
H 1.69189 1.47796 -0.27335
H 0.25694 -0.61846 -1.42049
H 1.55091 -1.10951 1.19081
H 2.39502 -0.90405 -0.30251
H 1.22338 -2.35498 -0.05335

Forces on the atoms, in the same order (eV/Å):
C 2.1 0.2 1.7
C 1.0 -0.5 -0.6
C 2.8 1.1 -2.0
C -0.6 -2.5 0.5
O -0.7 -0.8 0.9
O -0.5 -1.2 -2.3
O -0.9 -0.4 -0.4
O -1.7 0.2 1.4
S 0.3 0.9 -0.5
H 0.1 -0.9 0.2
H -1.0 1.1 0.1
H -0.4 1.0 0.3
H 0.0 -0.1 0.8
H -1.3 -0.1 -0.3
H 0.8 1.8 0.2

The frontier orbital gap comes out at 10.676 eV. As for the strongest force on any atom: 3.629 eV/A. Its multiplicity is 1. Its HOMO energy is -10.0 eV. The electronic energy is -23267.7062 eV. The value obtained for the energy above the lowest of the compared OMol25 structures with the same formula, charge and spin is 13.02 kcal per mole.

---

# 4
Computed, not measured: a 2-piece molecular cluster, C5H10NO overall in a non-equilibrium geometry, with the ωB97M-V functional and the def2-TZVPD basis.

Positions of all 17 atoms, in Å:
C 1.23935 -1.84349 -0.11388
C -1.41771 0.51865 -0.16287
C -0.74327 -0.59617 0.14539
C -2.91030 0.46985 0.01194
C 2.02623 1.19854 -0.07803
N 0.60600 -0.74976 -0.19787
O 3.10173 0.49326 0.05792
H 2.32295 -1.79673 -0.47975
H 0.87104 -2.70205 0.25339
H -0.88487 1.38050 -0.68487
H -1.25165 -1.49514 0.65086
H -3.19414 1.56853 0.10037
H -3.23170 0.11898 -0.88615
H -3.26751 -0.23516 0.85912
H 1.79341 1.17337 -1.16528
H 1.42480 1.75430 0.79519
H 3.51562 0.74254 0.89453

Forces on the atoms, in the same order (eV/Å):
C 3.0 3.8 -2.0
C 0.8 -0.8 0.0
C -0.4 -0.9 0.6
C 1.0 2.4 3.2
C -1.6 -1.8 -0.9
N 0.5 0.7 0.6
O -0.2 1.9 0.8
H -1.5 -0.3 0.7
H -1.5 -3.1 1.1
H -1.0 -1.2 0.7
H 0.7 1.4 -0.8
H -0.5 -1.6 0.3
H -1.6 -1.0 -2.6
H 0.7 1.5 -1.4
H -0.6 0.9 1.1
H 1.7 -1.2 -2.0
H 0.4 -0.7 0.6

Its net charge is +1. The frontier orbital gap (spin up / spin down) comes out at 7.598 / 7.598 eV. As for the strongest force on any atom: 5.249 eV/A. Its multiplicity is 1. Its HOMO energy (spin up / spin down) is -13.1 / -13.1 eV. The electronic energy is -8873.8746 eV. The value obtained for the energy above the lowest of the compared OMol25 structures with the same formula, charge and spin is 108.51 kcal per mole.

---

# 5
Computed, not measured: one molecule with the formula C4H8O3, with the ωB97M-V functional and the def2-TZVPD basis.

Positions of all 15 atoms, in Å:
C -2.86291 -0.03830 -0.12877
O -1.58711 -0.02603 0.49155
C -0.51688 0.23203 -0.27885
O -0.56971 0.66936 -1.40371
C 0.70319 -0.17455 0.50115
C 2.02622 0.12743 -0.16134
O 3.01931 -0.34110 0.73287
H -2.88627 -0.79679 -0.91655
H -3.55090 -0.30613 0.67294
H -3.11977 0.93529 -0.55031
H 0.65206 0.29424 1.48863
H 0.61291 -1.25311 0.67615
H 2.08068 -0.38063 -1.13455
H 2.11578 1.20793 -0.34140
H 3.88340 -0.14964 0.35218

Forces on the atoms, in the same order (eV/Å):
C -0.3 0.0 -0.1
O 0.1 0.0 0.0
C 0.1 0.0 -0.2
O 0.0 -0.3 0.5
C 0.1 0.0 0.0
C -0.3 0.2 -0.3
O 0.3 0.0 -0.1
H 0.0 0.1 0.1
H 0.0 0.1 -0.2
H 0.1 -0.1 0.0
H 0.0 0.0 -0.1
H 0.1 0.1 0.0
H 0.0 0.1 0.1
H 0.0 -0.1 0.0
H -0.1 -0.1 0.1

The SMILES is COC(=O)CCO. The frontier orbital gap comes out at 11.384 eV. As for the strongest force on any atom: 0.574 eV/A. Its multiplicity is 1. Its HOMO energy is -10.5 eV. The electronic energy is -10420.0533 eV. The value obtained for the energy above the lowest of the compared OMol25 structures with the same formula, charge and spin is 21.91 kcal per mole.

---

Copy entry 5 word for word.
Computed, not measured: one molecule with the formula C4H8O3, with the ωB97M-V functional and the def2-TZVPD basis.

Positions of all 15 atoms, in Å:
C -2.86291 -0.03830 -0.12877
O -1.58711 -0.02603 0.49155
C -0.51688 0.23203 -0.27885
O -0.56971 0.66936 -1.40371
C 0.70319 -0.17455 0.50115
C 2.02622 0.12743 -0.16134
O 3.01931 -0.34110 0.73287
H -2.88627 -0.79679 -0.91655
H -3.55090 -0.30613 0.67294
H -3.11977 0.93529 -0.55031
H 0.65206 0.29424 1.48863
H 0.61291 -1.25311 0.67615
H 2.08068 -0.38063 -1.13455
H 2.11578 1.20793 -0.34140
H 3.88340 -0.14964 0.35218

Forces on the atoms, in the same order (eV/Å):
C -0.3 0.0 -0.1
O 0.1 0.0 0.0
C 0.1 0.0 -0.2
O 0.0 -0.3 0.5
C 0.1 0.0 0.0
C -0.3 0.2 -0.3
O 0.3 0.0 -0.1
H 0.0 0.1 0.1
H 0.0 0.1 -0.2
H 0.1 -0.1 0.0
H 0.0 0.0 -0.1
H 0.1 0.1 0.0
H 0.0 0.1 0.1
H 0.0 -0.1 0.0
H -0.1 -0.1 0.1

The SMILES is COC(=O)CCO. The frontier orbital gap comes out at 11.384 eV. As for the strongest force on any atom: 0.574 eV/A. Its multiplicity is 1. Its HOMO energy is -10.5 eV. The electronic energy is -10420.0533 eV. The value obtained for the energy above the lowest of the compared OMol25 structures with the same formula, charge and spin is 21.91 kcal per mole.

---

Q: Which formula does entry 3 have?
A: C4H6O4S

---

Q: Among the records above, which one has the lowest electronic energy?
A: C31H35ClN2Si2W